(1)
{"formula": "H4O2", "method": "ωB97M-V/def2-TZVPD", "symbols": ["H", "O", "H", "O", "H", "H"], "coordinates": [[0.35560, -0.98485, -0.69893], [-0.43105, -1.51220, -0.83792], [-1.07474, -1.14771, -0.23042], [0.36715, 0.86092, 0.42484], [0.50500, 1.07265, 1.34809], [0.27805, 1.71120, -0.00566]], "e_tot_ha": -152.87162, "e_lumo_ev": 0.584, "homo_ev": -10.88, "relative_energy_kcal_mol": 2.1, "smiles": "O.O", "charge": 0}

***

(2)
{"formula": "C4H8N2O", "method": "ωB97M-V/def2-TZVPD", "symbols": ["H", "H", "H", "H", "N", "C", "C", "N", "O", "H", "H", "C", "H", "H", "C"], "coordinates": [[0.44616, 0.16044, 2.25236], [-1.22345, -0.22230, 2.39176], [0.09351, 1.68988, 0.57214], [2.69900, 0.19385, -0.34654], [-1.62170, -0.19015, -1.73326], [0.73556, -0.37314, -0.81674], [-0.45448, -0.30422, -1.07118], [-0.50957, 0.41338, 2.06653], [-1.95512, 1.44523, 0.64424], [2.55019, -1.25094, -1.35718], [2.18913, -1.35468, 0.36832], [2.11445, -0.71307, -0.51232], [-2.27616, 0.41516, -1.24575], [-1.97019, -1.04145, -2.15380], [-0.81734, 1.13201, 0.94143]], "e_tot_ha": -341.89284, "e_lumo_ev": 0.819, "homo_ev": -8.26, "relative_energy_kcal_mol": 69.5, "smiles": "CC#CN.NC=O", "charge": 0}